No. 1
{
  "formula": "C8H10O6S",
  "method": "the ωB97M-V functional and the def2-TZVPD basis",
  "e_tot_ev": -31575.3373,
  "e_above_lowest_kj_mol": 0.0,
  "homo_ev": -9.884,
  "smiles": "CC(=O)OCCC1=C(S)C(=O)OC1=O.O",
  "homo_lumo_gap_ev": 8.78,
  "species": ["C", "C", "O", "O", "C", "C", "C", "C", "S", "C", "O", "O", "C", "O", "H", "H", "H", "H", "H", "H", "H", "H", "O", "H", "H"],
  "xyz": [[-1.083, 1.797, 2.078], [-1.702, 0.308, 1.891], [-2.186, -0.359, 2.841], [-1.710, -0.199, 0.557], [-0.817, -1.329, 0.391], [0.617, -0.972, -0.238], [0.647, 0.326, -1.160], [-0.250, 0.839, -2.134], [-1.845, 0.080, -2.645], [0.484, 2.161, -2.665], [-0.147, 2.988, -3.349], [1.841, 2.133, -2.231], [1.945, 1.292, -1.064], [2.852, 1.283, -0.205], [-0.372, 1.796, 2.968], [-0.546, 2.106, 1.101], [-1.952, 2.528, 2.212], [-0.635, -1.929, 1.360], [-1.330, -2.075, -0.329], [1.388, -0.882, 0.615], [0.975, -1.855, -0.894], [-2.799, 0.500, -1.697], [1.985, -3.189, 0.816], [2.808, -3.417, 0.366], [1.833, -3.930, 1.416]]
}

=====

No. 2
{
  "formula": "C8H10P2S",
  "method": "the ωB97M-V functional and the def2-TZVPD basis",
  "e_tot_ev": -37869.1903,
  "e_above_lowest_kj_mol": 0.0,
  "homo_ev": -8.444,
  "smiles": "C=P[P@@](C)(=S)c1ccccc1",
  "homo_lumo_gap_ev": 8.18,
  "species": ["C", "P", "P", "C", "S", "C", "C", "C", "C", "C", "C", "H", "H", "H", "H", "H", "H", "H", "H", "H", "H"],
  "xyz": [[0.834, 3.625, -0.178], [-0.196, 2.641, 0.719], [-0.373, 1.029, -0.853], [-2.201, 0.944, -1.051], [0.495, 1.418, -2.544], [0.046, -0.525, -0.060], [-0.805, -1.382, 0.566], [-0.265, -2.457, 1.332], [1.030, -2.857, 1.233], [1.860, -1.955, 0.619], [1.402, -0.770, -0.003], [1.068, 4.512, 0.113], [1.471, 3.220, -0.970], [-2.634, 1.953, -1.351], [-2.318, 0.018, -1.761], [-2.724, 0.807, 0.026], [-1.898, -1.383, 0.659], [-1.124, -2.913, 1.782], [1.258, -3.730, 1.807], [2.964, -2.049, 0.390], [2.112, -0.146, -0.473]]
}